53
Properties=species:S:1:pos:R:3:forces:R:3:lowdin_charge:R:1 method="wB97M-V/def2-TZVPD" total_charge=-1 energy_ha=-4748.350603 s2=0.763 multiplicity=2 de_lowest_kj_mol=17.4 gap_ev="5.71 / 8.24"
Hg -0.3181 -0.6573 0.8853 0.25 -0.09 -0.50 1.28
O 1.2139 -0.0418 4.8319 -0.06 0.00 -0.12 0.01
C 0.7946 -0.0756 3.6766 -0.09 -0.08 -0.12 -0.63
O 0.2501 -1.0470 3.0640 0.13 0.26 0.47 -0.13
C 0.9429 1.2371 2.8690 -0.06 -0.19 -0.24 -0.16
C 1.4852 2.3722 3.4450 0.07 0.10 0.08 0.00
C 1.6025 3.5185 2.6775 -0.02 0.00 -0.06 -0.04
C 1.1617 3.5127 1.3618 0.09 0.15 0.20 -0.03
C 0.6211 2.3520 0.8457 -0.22 -0.22 0.03 -0.18
N 0.5348 1.2511 1.5972 0.15 0.22 0.17 0.05
C 0.0826 2.3211 -0.5938 0.35 -0.21 -0.32 -0.65
O 0.1598 3.3853 -1.2181 -0.22 -0.07 0.15 0.00
O -0.3336 1.2007 -1.0205 -0.38 0.15 0.36 -0.12
H 1.8004 2.3196 4.4773 0.00 -0.02 -0.03 0.11
H 2.0347 4.4185 3.0983 -0.01 -0.01 0.02 0.10
H 1.2246 4.3816 0.7243 -0.03 -0.03 -0.03 0.11
O -3.5829 -3.4977 0.3343 -0.05 -0.13 -0.01 0.08
C -2.4563 -2.7401 0.2964 0.09 0.14 -0.13 -0.50
O -2.5066 -1.5720 0.7196 -0.08 -0.04 0.10 -0.06
C -1.3050 -3.3590 -0.2487 0.11 -0.02 -0.02 -0.20
C -1.3190 -4.6821 -0.7570 -0.06 0.06 0.01 -0.02
C -0.1845 -5.2205 -1.2727 0.02 -0.05 -0.04 -0.08
C 1.0139 -4.4521 -1.2424 0.02 -0.01 -0.07 -0.04
C 0.9836 -3.1931 -0.6924 0.07 0.05 0.06 -0.21
N -0.1335 -2.6173 -0.2278 -0.19 -0.04 0.05 0.05
C 2.2795 -2.4699 -0.4143 -0.03 -0.15 0.08 -0.50
O 3.3424 -2.8296 -1.1601 0.07 -0.02 0.00 0.10
O 2.4179 -1.7188 0.5069 -0.05 0.19 0.08 0.09
H -4.2330 -2.9500 0.7915 -0.07 0.07 -0.01 0.12
H -2.2465 -5.2365 -0.7116 0.04 0.00 -0.05 0.11
H -0.1723 -6.2284 -1.6668 -0.02 0.01 0.01 0.10
H 1.9424 -4.8951 -1.5737 0.01 0.00 0.07 0.10
H 3.0349 -3.2663 -1.9622 -0.04 0.03 -0.06 0.09
Br 4.0973 3.1070 -0.6877 0.03 -0.02 -0.05 0.75
C 3.0702 1.9510 -1.7829 0.07 -0.01 0.02 -0.67
C 2.4294 2.4397 -2.9044 -0.06 0.02 -0.05 -0.12
C 1.6691 1.5555 -3.6482 0.02 0.02 0.02 -0.06
C 1.5951 0.2336 -3.2379 0.09 -0.03 0.10 -0.14
N 2.2262 -0.2346 -2.1650 -0.07 0.07 -0.10 0.08
C 2.9463 0.6175 -1.4360 -0.12 -0.16 -0.09 -0.18
H 2.4920 3.4866 -3.1651 -0.02 -0.01 0.03 0.11
H 1.1120 1.8981 -4.5094 0.01 -0.02 0.00 0.11
H 0.9934 -0.4844 -3.7870 0.01 0.05 0.02 0.11
H 3.4169 0.2165 -0.5454 0.02 0.01 0.00 0.10
I -6.7597 2.4920 1.5520 0.14 -0.07 -0.01 0.78
C -4.8297 1.9389 1.0479 -0.10 0.09 0.04 -0.78
C -4.3162 1.8458 -0.2263 0.00 -0.01 -0.01 -0.16
N -3.0297 1.4897 -0.0772 0.28 -0.06 -0.22 0.00
N -2.6757 1.3472 1.1999 -0.04 0.15 0.20 0.03
C -3.7601 1.6246 1.9066 -0.06 -0.06 -0.10 -0.20
H -4.7761 2.0112 -1.1870 0.09 -0.02 0.04 0.11
H -2.2860 1.3569 -0.7721 -0.11 0.03 0.10 0.12
H -3.7470 1.5868 2.9846 0.02 -0.03 -0.05 0.10



58
Properties=species:S:1:pos:R:3:forces:R:3:lowdin_charge:R:1 method="wB97M-V/def2-TZVPD" total_charge=+2 energy_ha=-1299.487903 s2=0.771 multiplicity=2 de_lowest_kj_mol=0.0 gap_ev="5.12 / 5.35"
Ru -0.5498 -0.0658 -0.6316 0.29 0.42 1.20 1.39
C -1.3180 4.2631 -0.7028 -0.16 -0.19 -0.15 -0.01
C -1.4637 2.9069 -1.0019 -0.31 -0.01 -0.26 -0.09
N -1.1762 1.9204 -0.1600 0.96 -0.19 -0.66 0.00
C -0.7713 2.2631 1.0945 0.01 -0.40 0.58 -0.20
C -0.6447 3.6020 1.4964 0.03 0.19 0.36 -0.14
C -0.8941 4.6113 0.5482 0.08 0.01 0.16 0.05
C -0.2968 3.8910 2.8387 0.04 0.13 -0.05 0.00
C -0.1364 2.8653 3.7223 -0.04 0.18 -0.18 -0.03
C -0.2525 1.5267 3.3135 0.01 -0.13 -0.44 0.03
C -0.5090 1.1829 1.9878 -0.06 0.21 0.40 -0.21
N -0.5512 -0.0690 1.3813 -0.47 0.01 0.22 -0.07
C -0.4441 -1.2884 2.0345 0.11 -0.32 0.28 -0.21
C -0.1962 -1.5602 3.3799 0.00 0.14 -0.48 0.03
C -0.0454 -2.8700 3.8575 -0.03 -0.19 -0.17 -0.03
C -0.1613 -3.9409 3.0214 0.01 -0.14 -0.04 0.00
C -0.4842 -3.7303 1.6594 0.01 -0.16 0.35 -0.14
C -0.7043 -4.7977 0.7693 0.10 0.00 0.22 0.05
C -1.1002 -4.5293 -0.5084 -0.12 0.22 -0.23 -0.01
C -1.2333 -3.1945 -0.8983 -0.28 -0.03 -0.10 -0.10
N -0.9810 -2.1524 -0.1103 0.79 0.26 -0.65 0.00
C -0.6267 -2.4176 1.1795 0.06 0.49 0.53 -0.18
H -1.5464 5.0053 -1.4541 -0.07 -0.04 0.00 0.13
H -1.8722 2.6078 -1.9508 0.07 0.04 -0.09 0.09
H -0.7649 5.6501 0.8270 -0.01 -0.01 0.01 0.14
H -0.1810 4.9215 3.1489 -0.06 -0.01 -0.02 0.13
H 0.0912 3.0712 4.7589 0.00 0.00 0.00 0.13
H -0.1187 0.7952 4.0798 0.03 0.04 0.02 0.08
H -0.0998 -0.7861 4.1091 0.02 -0.05 0.03 0.08
H 0.1687 -3.0186 4.9068 0.00 0.01 0.00 0.13
H -0.0286 -4.9515 3.3851 -0.04 0.01 -0.02 0.13
H -0.5739 -5.8160 1.1145 -0.02 0.01 0.01 0.14
H -1.3119 -5.3164 -1.2177 -0.03 0.04 -0.01 0.13
H -1.5915 -2.9723 -1.8864 0.02 -0.04 -0.09 0.09
C -1.1910 0.8999 -3.6341 0.09 0.10 -0.12 -0.07
N -0.2856 0.0635 -2.8195 -0.42 -0.52 -0.14 -0.37
C -0.4816 -1.3185 -3.3131 0.18 0.01 -0.32 -0.09
C 1.1176 0.4663 -3.0695 -0.06 0.27 -0.18 -0.17
C 2.0422 -0.1596 -2.0636 0.16 -0.08 -0.21 -0.16
N 1.6134 0.1636 -0.6842 -1.06 -0.37 0.13 -0.31
C 2.2326 -0.7922 0.2591 0.10 -0.17 0.22 -0.04
C 2.0032 1.5327 -0.2926 0.04 0.27 -0.04 -0.03
H -1.0105 0.7161 -4.6966 -0.02 0.01 0.00 0.11
H -1.0038 1.9500 -3.4412 0.05 0.01 -0.08 0.07
H -2.2269 0.6534 -3.4065 0.01 0.02 0.02 0.11
H -0.1859 -1.3941 -4.3654 -0.03 0.04 0.04 0.12
H -1.5355 -1.5688 -3.2362 -0.02 0.00 -0.02 0.09
H 0.1123 -2.0213 -2.7389 0.04 -0.04 0.00 0.07
H 1.1730 1.5549 -3.0244 -0.02 0.01 0.03 0.13
H 1.4083 0.1716 -4.0825 0.04 0.05 0.01 0.15
H 3.0674 0.1836 -2.2317 -0.01 0.00 0.08 0.15
H 2.0477 -1.2442 -2.1729 -0.01 0.00 0.09 0.13
H 3.3222 -0.7677 0.1699 -0.04 0.07 -0.12 0.12
H 1.8831 -1.8003 0.0419 0.00 0.00 0.00 0.10
H 1.9586 -0.5274 1.2767 0.01 -0.01 -0.03 0.09
H 3.0913 1.6378 -0.3180 -0.03 -0.11 -0.05 0.12
H 1.6555 1.7294 0.7176 0.05 -0.03 0.00 0.09
H 1.5615 2.2646 -0.9662 0.01 0.00 -0.01 0.09



8
Properties=species:S:1:pos:R:3:forces:R:3:lowdin_charge:R:1 method="wB97M-V/def2-TZVPD" energy_ha=-589.743318 de_lowest_kj_mol=37.9 smiles="C#CC#CC=S" gap_ev=7.67
C 3.8285 -0.1601 -0.0031 7.10 -0.77 0.44 0.13
C 2.6874 -0.0605 -0.0500 -7.26 0.39 -0.24 -0.15
C 1.3039 0.0197 -0.0295 -1.49 0.43 0.43 0.00
C 0.0931 0.1747 0.0941 1.28 -0.46 -0.45 -0.08
C -1.2721 0.5719 0.0240 -1.58 -0.26 -0.45 -0.65
S -2.7121 -0.2888 -0.0120 2.37 0.94 0.21 0.64
H 4.8819 -0.3167 0.1110 -0.29 0.17 -0.17 0.05
H -1.3330 1.6639 -0.1317 -0.11 -0.44 0.23 0.06



14
Properties=species:S:1:pos:R:3:forces:R:3:lowdin_charge:R:1 method="wB97M-V/def2-TZVPD" energy_ha=-701.656409 de_lowest_kj_mol=479.3 gap_ev=8.23
C 0.8640 1.6413 0.1339 2.46 0.68 0.98 -0.07
C 0.4580 0.2486 0.0364 -0.28 -5.22 0.53 -0.37
C 1.2888 -0.9426 0.0700 0.69 1.69 -0.29 -0.06
C 0.3972 -2.1345 0.1398 0.76 1.11 -3.47 -0.16
C -2.0710 0.3802 -0.1377 -0.90 1.07 -1.49 -0.64
H 2.0691 1.3483 -0.3686 -3.47 2.38 1.69 0.17
H 0.8583 1.8424 1.3161 0.67 -0.09 -2.58 0.12
H 0.1960 2.5076 -0.2886 1.59 -1.99 0.15 0.09
H 2.4858 -0.8767 -0.0395 -3.16 -0.40 0.42 0.13
H 0.6980 -3.1989 -0.3824 -0.95 2.63 2.23 0.16
H -1.9566 1.4755 -0.8266 -0.08 -3.29 2.44 0.14
N -0.8649 -1.7312 0.0470 0.88 1.38 1.13 0.05
N -0.8389 -0.2706 0.1651 -0.76 -1.25 -1.38 -0.17
S -3.5839 -0.2893 0.1350 2.53 1.30 -0.38 0.60



50
Properties=species:S:1:pos:R:3:forces:R:3:lowdin_charge:R:1 method="wB97M-V/def2-TZVPD" total_charge=+2 energy_ha=-1339.610767 s2=8.786 multiplicity=6 gap_ev="5.01 / 5.29"
C 0.9047 2.7162 -2.3313 0.29 0.51 -0.22 -0.02
C -0.3773 2.3233 -1.9606 -0.79 -0.68 0.29 0.00
C -0.5592 1.2213 -1.1110 0.11 1.47 -0.82 -0.25
C 0.5879 0.6404 -0.5777 0.04 -1.01 0.87 -0.29
C 1.8735 0.9161 -1.0502 0.65 0.83 -0.91 -0.29
C 2.0286 2.0161 -1.8993 0.42 -0.73 0.32 -0.01
C -1.8910 0.6885 -0.6985 -0.38 -0.06 0.50 -0.14
C -1.8719 -0.8019 -0.3561 -1.98 0.21 -1.71 -0.24
N -1.6290 -1.6771 -1.5467 -0.23 -0.55 -1.39 -0.18
Ir 0.3992 -0.4789 1.0995 -0.97 0.39 3.01 1.10
C 2.9902 0.0056 -0.6279 0.33 -0.63 0.16 -0.24
P 2.1962 -1.4019 0.3129 2.81 0.85 -0.80 0.63
H -1.2531 2.8596 -2.3280 0.25 -0.07 -0.04 0.13
H 3.0327 2.2889 -2.2220 -0.29 0.08 -0.05 0.13
H 1.0438 3.5805 -2.9896 -0.13 -0.36 0.26 0.13
H 3.7324 0.4924 0.0296 -0.32 -0.14 -0.19 0.11
H 3.5429 -0.4162 -1.4829 -0.11 0.33 0.11 0.11
H -2.2520 1.2136 0.2011 0.09 -0.11 -0.20 0.12
H -2.6560 0.8889 -1.4571 0.14 0.00 0.16 0.12
H -1.1383 -1.1814 0.4380 -0.75 -0.20 -0.21 -0.06
C 3.4381 -2.0214 1.4471 0.04 -0.35 0.20 -0.23
C 1.8855 -2.6883 -0.9188 -0.13 -0.34 0.03 -0.22
H -2.8457 -1.1198 0.0278 -0.04 0.08 -0.12 0.14
C -2.3693 -1.2338 -2.7863 -0.29 0.14 -0.30 0.02
C -1.9255 -3.1244 -1.2130 -0.03 -0.21 0.19 0.03
H 1.2429 -0.3974 2.5370 0.45 -0.02 -0.19 0.01
H -3.4458 -1.1098 -2.5899 0.48 -0.21 0.04 0.13
H -1.9435 -0.2825 -3.1226 -0.11 -0.23 0.10 0.10
H -2.1982 -1.9795 -3.5733 -0.13 0.13 0.30 0.12
H -2.8108 -3.4537 -1.7664 0.25 0.11 0.12 0.11
H -1.0533 -3.7410 -1.4756 -0.43 0.22 0.07 0.11
H -2.1227 -3.1936 -0.1385 0.16 -0.10 -0.28 0.10
H 2.8369 -3.1167 -1.2464 -0.05 0.00 -0.05 0.07
H 1.2843 -3.4637 -0.4352 0.12 -0.02 -0.14 0.05
H 1.3448 -2.2936 -1.7867 0.21 0.03 0.15 0.04
H 4.4255 -2.0244 0.9705 -0.19 -0.12 0.08 0.07
H 3.4507 -1.3859 2.3393 0.06 -0.16 -0.26 0.05
H 3.1500 -3.0372 1.7404 0.23 0.13 0.05 0.07
H -0.6682 -1.6900 -1.9320 -0.09 0.51 1.19 0.15
F -1.8062 4.2556 4.4319 0.89 -2.15 -1.40 0.13
C -1.3262 3.1810 3.7266 -0.60 2.41 1.43 -0.16
C -0.0059 3.2222 3.2857 1.41 -0.87 -1.02 0.07
C 0.4566 2.1402 2.5262 0.16 2.51 1.25 -0.05
C -0.3731 1.0384 2.3133 0.77 -1.33 -1.55 -0.31
C -1.6937 1.0116 2.7595 -1.55 1.42 1.34 -0.06
C -2.1913 2.1215 3.4673 -0.36 -2.20 -0.90 0.08
H 0.6339 4.0743 3.4947 -0.22 -0.06 0.04 0.15
H 1.4628 2.1276 2.1055 -0.30 0.19 0.23 0.11
H -2.3144 0.1386 2.5697 -0.01 0.28 0.13 0.11
H -3.2226 2.1516 3.7999 0.12 0.08 0.11 0.15



33
Properties=species:S:1:pos:R:3:forces:R:3:lowdin_charge:R:1 method="wB97M-V/def2-TZVPD" energy_ha=-1613.910819 de_lowest_kj_mol=1088.7 smiles="C=CCSc1nnc(NC(=O)COc2ccccc2)s1" gap_ev=7.91
C 3.3952 2.4331 -1.1159 2.92 0.11 -4.63 0.01
C 4.7087 2.0569 -0.8258 -5.83 1.87 0.18 -0.26
C 5.0318 1.6789 0.5216 -7.34 -5.61 -1.71 -0.33
S 5.2052 -0.2979 0.5770 1.49 0.22 0.21 0.83
C 3.5790 -0.9695 0.5182 0.98 4.79 -1.44 -1.02
N 2.5586 -0.1382 0.2898 1.50 -1.83 1.75 -0.05
N 1.4239 -0.8533 0.1603 1.71 -2.23 -0.45 0.01
C 1.7256 -2.1820 0.0647 0.64 6.28 0.29 -0.64
N 0.6886 -2.9032 -0.0916 -2.37 -11.71 -1.39 0.04
C -0.7424 -2.9072 -0.2633 1.43 -7.35 1.67 -0.21
O -1.2662 -4.1778 -0.4520 2.65 8.39 0.86 -0.04
C -1.1589 -1.5164 0.0571 -5.02 -4.04 0.06 -0.12
O -2.5873 -1.6694 -0.1863 0.45 2.49 2.12 -0.04
C -3.3416 -0.5174 0.2083 5.23 -0.18 -2.51 -0.26
C -4.6232 -0.7591 0.0483 -2.99 13.28 3.24 0.02
C -5.4929 0.4676 0.2059 3.48 1.16 -2.30 0.06
C -4.7799 1.8733 0.2776 -10.70 -2.94 1.85 -0.14
C -3.5394 1.9241 0.5446 6.67 0.66 -1.37 -0.16
C -2.7430 0.7569 0.2088 -1.02 1.08 3.19 0.01
S 3.4418 -2.6060 0.1491 -2.12 -0.51 0.32 1.07
H 3.1100 2.7402 -2.3304 1.03 -0.86 3.77 0.13
H 2.5430 2.4521 -0.4973 -0.49 -0.19 0.99 0.02
H 5.3953 2.1780 -1.5675 2.02 -0.02 -1.85 0.06
H 5.8348 2.0149 0.9157 5.25 2.15 3.16 0.00
H 4.0644 1.5439 1.0819 1.21 1.52 0.14 0.07
H 1.0146 -4.0831 -0.1238 -1.70 4.40 -0.05 0.26
H -0.7388 -1.1443 -0.7621 1.70 3.25 -3.30 0.09
H -0.8015 -1.0599 0.9612 -0.06 -0.15 0.49 0.14
H -4.9979 -1.5516 -0.1828 -4.10 -9.25 -2.39 0.02
H -6.5311 0.5932 -0.1861 0.76 -0.87 0.88 0.09
H -5.5713 2.6914 0.6163 1.94 -1.39 -1.33 0.13
H -3.0604 2.9563 0.6520 -0.31 -1.75 0.19 0.14
H -1.7448 0.9755 0.5268 0.97 -0.78 -0.62 0.09